No. 1
17
Properties=species:S:1:pos:R:3:forces:R:3:mulliken_charge:R:1 method="wB97M-V/def2-TZVPD" total_charge=0 e_above_lowest_kj_mol=1247.9 homo_ev=-9.57 max_force_ev_per_a=6.33
O 2.2065 2.0295 -0.2030 -2.2 -2.1 1.9 -0.5992
O 2.3826 -1.4318 0.1732 1.7 0.0 0.6 -0.4303
N -0.7155 0.0430 0.5489 -0.2 -0.1 -2.8 -0.0486
N 0.0568 1.2208 -0.1474 1.0 -3.2 2.0 -0.2461
C 1.2088 -1.0047 -0.4182 3.1 2.5 -3.2 -0.0592
C 1.7911 -0.2359 0.6668 -2.6 -0.6 4.3 0.0355
C -2.0806 0.3301 0.1287 -3.4 0.4 0.6 -0.6524
C 1.4307 1.1415 0.2334 4.3 2.9 -3.6 0.2225
C -0.1734 -1.2859 -0.2419 -4.1 1.8 -3.5 -0.4290
H -0.6940 -0.9741 -1.4406 1.3 -1.7 3.5 0.3755
H 1.2785 -0.4514 1.6912 1.0 0.3 -1.8 0.2523
H -2.7215 -0.9639 -0.6073 1.6 3.8 2.2 0.2526
H -0.4819 -2.3230 0.1294 0.1 1.9 -0.1 0.2469
H -0.2480 2.0673 0.2550 -1.1 1.2 0.5 0.3210
H -2.6881 0.6403 1.4089 1.3 -1.0 -4.5 0.2463
H 1.6549 -0.3189 -1.3140 -2.1 -2.4 0.9 0.2748
H -2.2068 1.5171 -0.8632 0.3 -3.7 3.0 0.2371

No. 2
19
Properties=species:S:1:pos:R:3:forces:R:3:mulliken_charge:R:1 method="wB97M-V/def2-TZVPD" total_charge=0 e_above_lowest_kj_mol=109.2 homo_ev=-9.14 max_force_ev_per_a=0.95
Br 2.7477 -0.3824 0.3945 -0.2 0.0 0.3 -0.0949
Br -1.7394 -1.6009 0.5654 0.3 -0.1 0.0 -0.1241
O -0.2902 2.3786 1.2711 0.4 0.5 0.7 -0.6864
O -2.2662 2.1576 0.2236 -0.3 -0.2 -0.5 -0.4267
N -0.8721 1.9331 0.2791 -0.6 -0.1 -0.1 0.7409
C 0.0961 0.7501 -1.7494 0.0 0.2 -0.1 -0.5562
C 0.2218 -1.6909 0.2328 -0.2 -0.2 0.1 -0.3963
C -0.4138 1.1916 -0.6327 -0.2 0.1 -0.1 0.2068
C 0.4244 -1.6829 -1.2469 -0.2 0.2 -0.2 -0.6083
C 0.5541 -0.0508 2.1390 0.1 0.0 -0.1 -0.7060
C 0.9511 -0.6499 1.0316 0.3 0.1 0.1 -0.0184
C 0.3669 -0.6374 -2.0766 0.1 -0.6 0.1 0.0622
H -0.4382 -0.2066 2.5272 -0.2 -0.1 0.0 0.3237
H 0.4986 -2.6746 0.6276 -0.1 0.2 -0.1 0.5265
H 1.1832 0.6340 2.6744 0.2 0.1 0.1 0.2807
H 0.5573 -0.8205 -3.1259 0.0 -0.1 0.0 0.3782
H 0.5972 -2.6592 -1.6752 0.1 -0.1 -0.1 0.3718
H 0.3332 1.4589 -2.5391 -0.1 0.2 0.1 0.3786
H -2.5118 2.5524 1.0798 0.6 -0.1 0.0 0.3480

No. 3
20
Properties=species:S:1:pos:R:3:forces:R:3:mulliken_charge:R:1 method="wB97M-V/def2-TZVPD" total_charge=0 smiles=Cc1nc(C(F)(F)F)c(-c2nc[nH]n2)s1 homo_ev=-8.94 max_force_ev_per_a=6.40
S -0.1599 1.5453 -1.1027 2.1 -1.6 1.8 -0.1529
F 0.9955 -2.6923 0.0762 -0.3 0.9 1.0 -0.2663
F 0.6519 -1.9027 2.1420 0.7 0.5 -1.5 -0.2513
F 2.6338 -2.0071 1.2286 -0.1 1.1 0.3 -0.2645
N -2.6458 0.3939 0.2643 1.4 2.1 0.1 -0.6299
N -3.0787 -1.6644 0.4554 -2.5 -0.6 1.0 -0.0968
N 2.1088 0.6123 -0.0234 -2.4 -1.4 -1.1 -0.5506
N -1.7653 -1.6393 0.3321 -0.2 -3.2 0.5 -0.3418
C 1.3634 -1.6941 0.9750 -0.5 -1.7 -0.6 0.8675
C 2.5047 2.5905 -1.3489 1.6 2.3 -1.4 -1.0415
C -0.2428 0.0455 -0.0716 5.8 2.5 -1.1 0.8237
C -1.5060 -0.4011 0.2230 -3.1 0.9 -0.2 0.2349
C -3.6022 -0.4304 0.4865 -1.3 -0.1 -0.5 -0.0223
C 1.6304 1.5644 -0.8002 -1.3 -2.0 0.8 0.6119
C 1.0766 -0.3677 0.2832 -1.4 3.0 -0.3 -0.4273
H -4.7151 -0.2277 0.5915 1.8 -0.2 -0.1 0.3742
H -3.6696 -2.4066 0.7812 0.8 -1.0 -0.2 0.2475
H 2.2604 3.0610 -2.3712 -0.4 -0.7 1.7 0.3182
H 2.6305 3.4008 -0.5887 -0.2 -0.3 -0.7 0.2529
H 3.5293 2.2198 -1.5325 -0.5 -0.2 0.4 0.3143